[1]
18
Properties=species:S:1:pos:R:3 method="wB97M-V/def2-TZVPD" homo_lumo_gap_ev=10.4 smiles="C=CC.O.O.O" e_above_lowest_kj_mol=57.5 max_force_ev_per_a=1.7
C 1.533 -0.344 -0.988
C 1.815 0.297 0.335
C 1.312 -0.056 1.508
H 2.298 -0.078 -1.716
H 1.412 -1.424 -0.906
H 0.586 0.029 -1.391
H 2.500 1.128 0.302
H 1.502 0.449 2.459
H 0.873 -1.034 1.737
H -1.628 -3.257 -0.117
H -1.522 -1.969 -1.020
O -1.466 -2.311 -0.121
H -1.995 0.856 -0.450
H -1.841 1.255 -1.909
O -1.894 0.480 -1.341
H -1.391 2.753 1.219
H -0.600 1.430 1.172
O -1.493 1.797 1.229

[2]
18
Properties=species:S:1:pos:R:3 method="wB97M-V/def2-TZVPD" homo_lumo_gap_ev=11.1 smiles=CO.CO.CO e_above_lowest_kj_mol=194.4 max_force_ev_per_a=2.0
C 0.345 -3.080 -3.665
O -0.302 -3.582 -4.834
H -0.045 -2.101 -3.387
H 0.247 -3.626 -2.726
H 1.394 -2.900 -3.900
H 0.076 -3.061 -5.547
C -0.671 2.406 3.924
O -1.528 2.335 5.009
H 0.352 2.500 4.288
H -0.764 1.438 3.432
H -0.875 3.143 3.147
H -1.694 3.240 5.285
C 0.765 0.328 -0.421
O -0.367 1.124 0.062
H 1.179 -0.278 0.384
H 0.578 -0.156 -1.379
H 1.540 1.052 -0.677
H -0.230 1.219 1.007

[3]
18
Properties=species:S:1:pos:R:3 method="wB97M-V/def2-TZVPD" homo_lumo_gap_ev=10.0 smiles="C=CC.O.O.O" e_above_lowest_kj_mol=114.3 max_force_ev_per_a=2.2
C -2.085 -0.139 -3.050
C -1.545 1.009 -3.840
C -1.283 2.279 -3.540
H -2.044 0.145 -1.997
H -1.580 -1.031 -3.404
H -3.166 -0.128 -3.240
H -1.326 0.909 -4.911
H -0.704 2.884 -4.225
H -1.357 2.602 -2.496
H 0.751 -2.729 2.627
H 1.415 -3.579 3.637
O 1.341 -3.483 2.699
H -1.521 -1.776 2.561
H -1.236 -0.796 1.527
O -0.786 -1.236 2.266
H 2.719 2.007 3.259
H 4.126 1.783 2.737
O 3.609 2.339 3.348

no.,DFT total energy (eV)
1,-9447.431
2,-9446.012
3,-9446.842